[1]
DFT (ωB97M-V with the def2-TZVPD basis set) results for a 2-piece molecular cluster, C4H7NO overall in a non-equilibrium geometry.

- Largest force on an atom: 0.029 Eh/bohr
- Gap between HOMO and LUMO: 0.3975 Ha
- ΔE to the lowest compared entry with this formula, charge and spin: 2.938 eV
- SMILES: CCC=O.C#N

Geometry as ORCA input:
```
! RIJCOSX wB97M-V def2-TZVPD def2/J DEFGRID3
* xyz 0 1
H 0.03395 -1.15831 1.87564
H 1.99820 0.22173 -2.45203
O 1.41654 -0.58887 -0.30434
H -0.34733 1.40018 0.05223
C 0.99422 0.57690 -2.36935
N -0.09334 0.96244 -2.34592
H -0.31936 -1.66813 -0.25545
H -1.74673 0.28905 -0.13247
C 0.20848 -0.69745 -0.21404
H 0.39285 0.52657 2.06772
H -1.31727 -0.10190 2.21811
C -0.69571 0.37196 0.18684
C -0.38089 -0.14141 1.69157
*
```



[2]
DFT (ωB97M-V with the def2-TZVPD basis set) results for C4H7NO in the gas phase in a non-equilibrium geometry.

- Largest force on an atom: 0.074 Eh/bohr
- Gap between HOMO and LUMO: 0.3756 Ha
- ΔE to the lowest compared entry with this formula, charge and spin: 3.719 eV
- SMILES: CC(C)(O)C#N

Geometry as ORCA input:
```
! RIJCOSX wB97M-V def2-TZVPD def2/J DEFGRID3
* xyz 0 1
H -1.79767 -1.25550 -0.03170
H -2.21456 0.13015 0.99413
H 1.94106 1.20083 -0.20168
N 1.13820 -2.39613 0.68099
C -1.63228 -0.19902 0.06846
C 1.17865 0.77970 -0.89240
C 0.77057 -1.35771 0.31625
H -0.05718 0.21240 1.89528
C 0.13720 -0.05923 -0.03016
H -1.98484 0.43232 -0.73088
H 1.74025 0.23179 -1.66244
O -0.07828 0.76945 1.12071
H 0.68915 1.62973 -1.36780
*
```



[3]
DFT (ωB97M-V with the def2-TZVPD basis set) results for C4H7NO in the gas phase.

- Largest force on an atom: 0.010 Eh/bohr
- Gap between HOMO and LUMO: 0.3647 Ha
- ΔE to the lowest compared entry with this formula, charge and spin: 2.207 eV
- SMILES: C=NC/C=C/O

Geometry as ORCA input:
```
! RIJCOSX wB97M-V def2-TZVPD def2/J DEFGRID3
* xyz 0 1
C 1.00123 -1.82504 -1.07174
H 0.64934 -2.43358 -0.22406
C -0.31968 0.94395 0.01101
H -0.19422 0.09194 1.95455
H -1.02954 -1.06806 0.08819
H -1.56685 -0.16488 -1.33910
C -0.15707 0.98437 1.33265
H 1.90311 -2.14441 -1.59088
O 0.07833 2.07877 2.09505
H 0.03791 2.85126 1.51695
N 0.41575 -0.77799 -1.46398
H -0.10583 1.79414 -0.63858
C -0.71248 -0.33046 -0.67008
*
```